Entry 1:
A structure of composition C29H26CsIN4O2Se, computed with wB97M-V/def2-TZVPD.

Each line ends with the Löwdin charge.
Element x y z (Å)
Cs: -0.389 -0.134 -0.658  1.08
C: -0.329 2.923 0.867  -0.07
C: -1.783 2.938 0.512  -0.31
C: -2.474 4.140 0.325  -0.02
C: -3.790 4.100 -0.088  -0.07
C: -4.409 2.878 -0.310  -0.03
C: -3.674 1.716 -0.095  -0.21
N: -2.408 1.774 0.319  0.05
C: -4.270 0.349 -0.313  -0.19
C: -5.650 0.210 -0.452  -0.03
C: -6.172 -1.052 -0.661  -0.07
C: -5.318 -2.136 -0.726  -0.02
C: -3.945 -1.927 -0.580  -0.19
N: -3.450 -0.704 -0.379  0.12
C: -2.987 -3.086 -0.633  -0.22
C: -3.414 -4.356 -0.998  -0.04
C: -2.483 -5.386 -1.024  -0.07
C: -1.179 -5.129 -0.669  -0.01
C: -0.816 -3.830 -0.294  -0.31
C: 0.598 -3.518 0.069  -0.08
N: -1.719 -2.846 -0.290  0.07
H: -0.072 3.786 1.481  0.09
H: 0.278 2.977 -0.045  0.08
H: -0.012 2.018 1.389  0.02
H: -1.966 5.082 0.480  0.11
H: -4.336 5.020 -0.258  0.10
H: -5.427 2.852 -0.671  0.09
H: -6.308 1.063 -0.374  0.09
H: -7.241 -1.192 -0.762  0.10
H: -5.721 -3.126 -0.873  0.09
H: -4.434 -4.555 -1.290  0.09
H: -2.783 -6.381 -1.330  0.10
H: -0.425 -5.903 -0.698  0.12
H: 1.056 -4.365 0.579  0.08
H: 0.672 -2.643 0.714  0.01
H: 1.186 -3.350 -0.851  -0.02
I: 0.900 -0.831 3.452  0.83
C: 2.856 -0.056 3.470  -0.65
C: 3.649 -0.331 4.546  -0.20
C: 4.961 0.190 4.574  -0.13
C: 5.409 0.957 3.539  -0.07
C: 4.581 1.245 2.424  -0.19
C: 5.045 2.050 1.360  -0.09
C: 4.209 2.321 0.312  -0.10
C: 2.897 1.795 0.282  -0.18
C: 2.355 0.978 1.262  -0.15
C: 3.248 0.729 2.353  -0.30
H: 3.281 -0.939 5.362  0.07
H: 5.604 -0.027 5.420  0.08
H: 6.418 1.359 3.552  0.10
H: 6.058 2.439 1.393  0.09
H: 4.556 2.938 -0.511  0.09
H: 2.298 2.054 -0.589  0.05
N: 2.856 -0.066 -2.641  -0.02
C: 2.875 1.171 -3.421  -0.20
C: 1.748 2.179 -3.077  -0.74
O: 1.886 3.358 -3.435  -0.07
O: 0.737 1.665 -2.512  -0.29
H: 3.506 -0.029 -1.867  0.06
H: 2.742 -2.192 -3.339  -0.44
H: 1.925 -0.118 -2.236  -0.02
H: 2.727 0.931 -4.481  0.10
H: 3.839 1.676 -3.338  0.10
Se: 2.428 -3.654 -3.269  -0.29

Output
HOMO-LUMO gap = 3.89 eV
charge = -2

=====

Entry 2:
A structure of composition C21H15ClN3O4PtS, computed with wB97M-V/def2-TZVPD.

Each line ends with the Löwdin charge.
Element x y z (Å)
Pt: -19.199 4.900 4.639  1.03
O: -19.750 7.006 4.180  -0.18
C: -20.206 7.762 5.068  -0.41
C: -20.949 8.938 4.663  -0.02
C: -21.596 9.828 5.538  -0.11
C: -21.524 9.541 6.913  -0.13
C: -20.853 8.364 7.299  -0.08
C: -20.212 7.461 6.463  -0.08
C: -19.563 6.341 7.166  -0.30
N: -19.260 5.149 6.723  -0.07
C: -18.708 4.413 7.738  -0.12
C: -18.634 5.191 8.840  -0.07
N: -19.160 6.438 8.445  0.11
H: -20.951 9.142 3.583  0.10
H: -22.040 10.797 5.248  0.09
H: -21.961 10.136 7.702  0.07
H: -20.881 8.228 8.349  0.08
H: -18.384 3.407 7.501  0.10
H: -18.327 4.972 9.818  0.08
H: -19.136 7.320 8.969  0.16
O: -18.821 2.651 5.103  -0.24
N: -19.682 1.797 4.707  -0.25
C: -19.419 0.464 4.760  -0.02
C: -20.275 -0.514 4.241  -0.09
C: -21.528 -0.088 3.856  -0.12
C: -21.863 1.249 3.891  -0.10
C: -20.940 2.231 4.345  -0.66
S: -21.348 3.882 4.408  0.62
H: -18.342 0.313 4.991  0.14
H: -20.048 -1.601 4.192  0.11
H: -22.379 -0.717 3.530  0.11
H: -22.802 1.615 3.683  0.07
Cl: -11.090 8.641 3.610  0.58
C: -12.663 7.925 3.998  -0.67
C: -13.472 7.413 3.048  -0.12
C: -14.765 6.922 3.430  0.00
C: -15.168 6.975 4.753  -0.13
C: -14.394 7.686 5.681  -0.02
C: -13.155 8.147 5.305  -0.11
C: -16.466 6.329 5.224  -0.62
O: -16.632 6.428 6.431  0.02
O: -17.082 5.643 4.344  -0.15
H: -13.210 7.413 1.979  0.11
H: -15.526 6.549 2.735  0.12
H: -14.816 7.821 6.630  0.10
H: -12.600 8.616 6.101  0.09

Output
HOMO-LUMO gap (spin up / spin down) = 6.54 / 6.88 eV
spin multiplicity = 3
charge = -1

=====

Entry 3:
The molecule C9H10FNO2, computed with wB97M-V/def2-TZVPD.

Each line ends with the Löwdin charge.
Element x y z (Å)
C: -2.400 1.499 -1.238  -0.08
C: -0.983 1.682 -0.659  -0.05
C: 0.040 0.844 -0.330  -0.25
C: 1.348 1.315 -0.020  0.03
C: 2.146 0.218 0.205  -0.22
C: 3.606 -0.017 0.541  -0.11
N: 4.420 0.446 -0.592  -0.06
O: 5.380 -0.192 -0.903  0.02
O: 1.380 -0.907 -0.010  0.02
C: 0.129 -0.572 -0.273  -0.07
C: -1.213 -1.674 0.210  -0.15
C: -0.936 -3.129 0.115  -0.09
F: -2.449 -1.292 -0.093  0.02
H: -2.615 0.472 -1.267  0.02
H: -2.369 2.018 -2.324  0.12
H: -3.197 2.109 -0.706  0.09
H: -0.680 2.744 -0.657  0.11
H: 1.513 2.235 0.390  0.10
H: 3.682 -1.162 0.649  0.15
H: 3.857 0.723 1.395  0.16
H: 0.064 -3.209 -0.222  0.05
H: -1.146 -3.716 1.007  0.07
H: -1.605 -3.730 -0.636  0.12

Output
HOMO-LUMO gap = 6.33 eV

=====

Entry 4:
A structure of composition C14H20FN4O7SbSe4W, computed with wB97M-V/def2-TZVPD.

Each line ends with the Löwdin charge.
Element x y z (Å)
W: 0.403 -0.679 -0.757  1.35
C: 1.908 1.330 2.975  0.03
N: 0.693 0.539 3.060  -0.08
C: 0.303 0.073 4.376  0.02
C: -0.009 0.259 1.996  -0.34
O: 0.324 0.594 0.815  -0.13
C: -1.299 -0.554 2.115  -0.06
O: -1.835 -0.708 0.801  -0.26
C: -2.918 0.160 0.401  -0.03
C: -2.414 0.995 -0.779  -0.31
O: -1.169 0.798 -1.064  -0.27
N: -3.167 1.748 -1.521  -0.10
C: -2.644 2.419 -2.696  -0.01
C: -4.563 2.009 -1.271  0.01
H: 1.857 2.146 3.698  0.12
H: 2.019 1.750 1.974  0.09
H: 2.773 0.702 3.208  0.12
H: 1.104 0.299 5.076  0.11
H: 0.140 -1.006 4.384  0.11
H: -0.609 0.569 4.715  0.12
H: -2.020 -0.079 2.786  0.15
H: -1.098 -1.566 2.498  0.16
H: -3.238 0.790 1.236  0.15
H: -3.744 -0.492 0.089  0.16
H: -1.570 2.260 -2.793  0.10
H: -2.838 3.488 -2.619  0.12
H: -3.152 2.038 -3.593  0.01
H: -4.949 1.432 -0.437  0.10
H: -5.130 1.772 -2.173  0.12
H: -4.701 3.071 -1.057  0.12
Se: -3.073 0.115 -5.546  0.20
Sb: -1.207 -1.235 -5.038  0.17
Se: -0.887 -2.547 -1.298  0.69
Se: -0.332 -0.971 -2.846  0.22
Se: -0.083 -2.747 -6.440  0.20
F: 1.335 1.168 -2.007  -0.09
C: 2.185 0.424 -1.015  -0.28
C: 2.381 -0.992 -1.563  -0.21
N: 3.099 -1.691 -0.471  -0.05
C: 2.649 -3.025 -0.119  -0.01
C: 1.239 -2.927 0.440  -0.60
O: 0.480 -3.849 0.614  0.08
O: 0.858 -1.678 0.661  -0.25
C: 3.871 -1.029 0.469  -0.48
O: 4.210 -1.564 1.496  0.12
N: 4.163 0.295 0.186  0.22
C: 3.302 1.180 -0.481  -0.42
O: 3.425 2.375 -0.418  0.16
H: 3.013 -1.031 -2.498  0.17
H: 3.296 -3.415 0.677  0.16
H: 2.700 -3.723 -0.965  0.17
H: 4.919 0.710 0.719  0.18

Output
HOMO-LUMO gap = 6.06 eV
charge = +2

=====

Across the entries above, ΔE to the lowest compared entry with this formula, charge and spin takes the values 0.978, 0.336, 6.663, 2.042 eV, respectively.